{"formula": "C25H34N4O5S", "method": "ωB97M-V/def2-TZVPD", "elements": ["S", "O", "O", "O", "O", "O", "N", "N", "N", "N", "C", "C", "C", "C", "C", "C", "C", "C", "C", "C", "C", "C", "C", "C", "C", "C", "C", "C", "C", "C", "C", "C", "C", "C", "C", "H", "H", "H", "H", "H", "H", "H", "H", "H", "H", "H", "H", "H", "H", "H", "H", "H", "H", "H", "H", "H", "H", "H", "H", "H", "H", "H", "H", "H", "H", "H", "H", "H", "H"], "coordinates": [[-2.753, -2.948, -0.462], [-2.986, -6.331, -2.469], [2.190, 0.532, 2.860], [-2.171, -3.766, 0.567], [-4.155, -2.649, -0.375], [2.221, -2.315, 0.172], [-2.440, -3.590, -1.987], [0.301, 2.158, -0.589], [1.554, -0.136, 0.053], [1.644, 4.617, -0.852], [0.869, 0.150, 2.833], [0.397, -1.156, 2.800], [-1.847, -1.416, -0.560], [2.510, 5.762, -0.660], [3.219, -0.415, 2.692], [2.391, -1.144, 0.427], [-1.886, -5.959, -1.664], [-2.522, -0.243, -0.823], [0.216, -0.231, -0.335], [-1.868, -0.345, 2.722], [-1.398, 0.957, 2.775], [-1.369, -4.568, -2.041], [0.662, 4.409, 0.193], [3.591, -0.634, 1.211], [-4.043, -5.406, -2.345], [-0.042, 1.205, 2.829], [-1.821, 0.950, -0.863], [-3.597, -4.002, -2.758], [1.294, 2.360, -1.634], [-0.967, -1.393, 2.739], [3.454, 5.713, 0.547], [-0.381, 3.402, -0.297], [2.326, 3.375, -1.145], [-0.487, -1.425, -0.319], [-0.449, 0.978, -0.633], [1.771, 1.413, -1.886], [-4.394, -5.369, -1.302], [4.140, 4.873, 0.469], [1.863, 6.640, -0.573], [0.341, 2.214, 2.867], [-4.844, -5.771, -2.991], [-0.975, -4.575, -3.062], [-2.179, -5.949, -0.605], [0.009, -2.345, -0.065], [3.066, 3.554, -1.928], [-4.391, -3.281, -2.569], [1.116, 4.018, 1.120], [2.843, 2.963, -0.259], [-0.879, 3.817, -1.186], [3.948, 0.306, 0.787], [1.066, -2.001, 2.794], [4.386, -1.377, 1.163], [-2.091, 1.785, 2.771], [4.084, 0.009, 3.212], [2.971, -1.371, 3.161], [-1.120, -6.718, -1.828], [-2.926, -0.544, 2.659], [-1.323, -2.410, 2.680], [2.894, 5.623, 1.474], [0.176, 5.361, 0.414], [0.815, 2.761, -2.541], [-0.589, -4.258, -1.350], [3.101, 5.873, -1.574], [-3.320, -3.987, -3.816], [1.797, 0.808, 0.337], [-2.347, 1.868, -1.074], [-1.118, 3.223, 0.486], [-3.587, -0.278, -0.982], [4.038, 6.628, 0.587]], "forces_ev_per_a": [[0.2, 0.4, -0.5], [0.0, -0.1, -0.2], [-0.3, 0.2, 0.0], [0.3, 0.0, -0.2], [0.0, 0.1, -0.3], [-0.1, -0.4, 0.0], [-0.3, 0.4, 0.9], [0.1, 0.1, 0.1], [0.0, 0.3, -0.2], [-0.1, -0.1, 0.0], [-0.2, 0.1, 0.1], [0.4, 0.0, 0.2], [-0.3, -0.2, 0.1], [0.2, 0.1, 0.1], [0.4, -0.2, -0.1], [0.5, 0.4, -0.1], [0.3, 0.1, 0.1], [-0.2, -0.1, 0.0], [-0.3, -0.1, -0.2], [-0.1, -0.1, 0.0], [0.0, 0.0, 0.0], [0.3, -0.5, 0.2], [-0.3, 0.0, -0.1], [-0.3, -0.1, 0.3], [-0.1, 0.3, -0.1], [0.3, 0.0, 0.0], [0.2, 0.0, 0.0], [-0.6, -0.3, 0.0], [0.3, 0.1, -0.2], [-0.1, 0.1, 0.1], [-0.2, 0.0, -0.3], [0.1, 0.2, 0.3], [-0.2, -0.1, -0.3], [0.1, -0.1, 0.0], [-0.2, -0.4, 0.0], [0.0, 0.0, 0.0], [0.0, 0.0, -0.1], [0.1, -0.1, 0.1], [0.1, 0.0, -0.1], [0.1, 0.1, 0.0], [0.0, 0.1, 0.1], [0.0, 0.0, 0.1], [0.1, -0.1, -0.1], [0.1, 0.0, 0.1], [0.0, 0.0, 0.0], [-0.1, -0.1, -0.2], [-0.1, 0.0, 0.0], [0.0, 0.0, 0.0], [0.0, 0.0, 0.0], [0.0, 0.0, 0.0], [0.1, -0.1, 0.0], [0.0, 0.0, -0.1], [-0.1, 0.1, 0.0], [-0.1, -0.1, -0.1], [0.0, 0.1, 0.0], [0.0, 0.1, 0.1], [-0.1, 0.0, 0.0], [0.0, -0.1, 0.0], [0.0, 0.0, 0.1], [0.0, 0.0, 0.0], [0.0, -0.1, 0.0], [0.2, -0.1, -0.1], [-0.1, 0.1, 0.0], [0.0, 0.0, 0.1], [0.0, -0.1, 0.1], [0.0, 0.1, 0.0], [0.0, 0.0, 0.0], [-0.1, 0.1, 0.0], [0.1, 0.1, 0.1]], "mol_weight_g_mol": 502.64, "charge": 0, "relative_energy_ev": 0.1110, "smiles": "CCN1CCN(c2ccc(S(=O)(=O)N3CCOCC3)cc2NC(=O)CCOc2ccccc2)CC1", "spin_multiplicity": 1}



{"formula": "C5H10O2", "method": "ωB97M-V/def2-TZVPD", "elements": ["O", "O", "C", "C", "C", "C", "C", "H", "H", "H", "H", "H", "H", "H", "H", "H", "H"], "coordinates": [[0.074, 3.124, 1.849], [-1.206, -2.009, -0.446], [1.553, -0.823, -0.401], [-2.256, 0.066, -0.329], [-0.978, -0.708, -0.577], [0.281, -0.133, -0.522], [2.803, -0.275, -0.216], [3.204, 0.621, -0.750], [3.537, -1.000, 0.225], [-2.714, -0.050, 0.645], [0.308, 0.866, -0.981], [-0.382, -2.437, -0.155], [-1.930, 1.126, -0.358], [0.858, 2.803, 2.308], [1.518, -1.877, -0.769], [-2.874, -0.169, -1.225], [-0.502, 2.354, 1.819]], "forces_ev_per_a": [[0.1, -0.3, -0.2], [0.9, 0.7, 0.2], [-2.8, 0.0, -1.6], [1.7, 1.5, -2.5], [-2.0, -1.6, 2.8], [2.9, 0.6, -2.1], [1.3, -0.8, -0.7], [-0.7, -0.2, 1.3], [-0.4, 1.0, -0.7], [-0.1, -0.9, 0.0], [0.0, 0.2, 1.4], [-0.1, -0.5, -0.4], [-0.6, -0.4, -0.3], [0.0, 0.2, 0.1], [0.2, 0.2, 1.7], [-0.3, 0.3, 1.0], [-0.1, 0.1, 0.1]], "mol_weight_g_mol": 102.13, "charge": 1, "s2": 0.7992, "relative_energy_ev": 1.5765, "spin_multiplicity": 2}



{"formula": "C10H14S", "method": "ωB97M-V/def2-TZVPD", "elements": ["S", "C", "C", "C", "C", "C", "C", "C", "C", "C", "C", "H", "H", "H", "H", "H", "H", "H", "H", "H", "H", "H", "H", "H", "H"], "coordinates": [[-4.155, -0.360, 0.181], [-1.771, 0.118, 0.858], [-2.873, -0.655, -1.038], [0.816, -0.779, 1.752], [-2.999, 0.261, 1.341], [0.393, -1.616, -1.092], [0.253, 0.742, -1.780], [-1.702, -0.271, -0.498], [0.117, 0.273, 0.801], [-0.162, -0.287, -0.683], [0.344, 1.747, 1.086], [-3.295, 0.614, 2.242], [1.553, -1.699, -1.163], [1.155, -0.153, 2.488], [-0.052, -1.292, 2.078], [0.151, -2.314, -0.370], [1.652, -1.305, 1.261], [1.382, 0.975, -1.703], [0.176, -1.835, -2.166], [-0.096, 0.483, -2.861], [1.410, 2.041, 0.777], [-3.276, -1.090, -1.891], [0.262, 1.804, 2.236], [-0.341, 2.254, 0.519], [-0.093, 1.751, -1.758]], "forces_ev_per_a": [[1.1, 0.3, -0.4], [4.0, 0.7, -0.7], [-1.3, 0.9, 2.3], [-1.1, 1.5, -3.0], [-0.3, -1.3, -1.8], [3.1, 0.7, -1.9], [1.6, 0.0, -1.4], [1.5, -1.3, 0.0], [-3.5, -1.8, -0.1], [-0.7, 2.7, -1.5], [3.6, -2.2, 1.9], [-1.0, 0.8, 2.6], [-1.6, 0.8, 0.5], [1.2, 0.9, 2.4], [0.0, -1.5, 0.6], [-0.9, -2.0, 0.9], [-0.7, -0.1, 0.3], [-1.4, -1.0, -0.6], [-0.7, -0.2, 1.1], [1.0, -0.3, 1.8], [-1.3, -0.2, 0.5], [0.1, -0.6, -1.7], [-0.1, 0.6, -2.0], [-1.7, 1.9, -0.9], [-1.0, 0.7, 0.9]], "mol_weight_g_mol": 166.29, "charge": 0, "relative_energy_ev": 3.1248, "smiles": "CC1(C)c2cscc2C1(C)C", "spin_multiplicity": 1}



{"formula": "C5H16N3", "method": "ωB97M-V/def2-TZVPD", "elements": ["N", "N", "N", "C", "C", "C", "C", "C", "H", "H", "H", "H", "H", "H", "H", "H", "H", "H", "H", "H", "H", "H", "H", "H"], "coordinates": [[-0.397, 1.264, 0.823], [-1.044, 0.497, 2.867], [1.037, 1.425, 2.679], [0.280, 2.325, 0.005], [0.368, -1.231, -1.954], [0.444, -2.358, -0.870], [-0.120, 1.078, 2.108], [-0.855, -1.325, -2.864], [-1.951, 0.249, 2.504], [-0.881, 0.536, 0.323], [1.468, -2.716, -0.773], [0.693, 1.905, -0.899], [-0.562, 2.961, -0.211], [1.362, -1.280, -2.403], [1.031, 2.789, 0.624], [1.616, 2.219, 2.473], [0.420, -0.330, -1.332], [-0.621, -0.967, -3.869], [-1.514, -0.494, -2.633], [-0.112, -3.225, -1.220], [0.175, -2.065, 0.145], [-1.334, -2.288, -2.762], [1.366, 0.863, 3.436], [-0.867, 0.169, 3.802]], "forces_ev_per_a": [[1.2, 0.8, -0.4], [-0.2, -0.8, 0.2], [0.4, 0.2, 0.4], [-1.2, -1.2, 0.8], [0.9, -0.7, 1.9], [0.4, -0.2, -0.6], [-0.5, -0.4, -0.2], [0.8, 1.8, 0.0], [0.2, 0.0, -0.3], [-0.5, 0.1, 0.1], [0.1, 0.1, 0.0], [0.2, -0.1, -0.1], [0.3, 0.9, -0.4], [-0.4, 0.2, -0.8], [0.1, 0.3, -0.2], [-0.1, -0.1, -0.5], [-0.3, 0.4, -0.6], [0.2, -1.1, -0.3], [-0.8, -0.3, 0.7], [-0.3, -0.1, 0.4], [-0.5, 0.0, -0.1], [-0.2, 0.0, -0.5], [-0.1, 0.0, 0.6], [0.2, 0.2, 0.0]], "mol_weight_g_mol": 118.20, "charge": 1, "relative_energy_ev": 1.4397, "spin_multiplicity": 1}



| no. | DFT total energy (eV) |
| --- | --- |
| 1 | -53509.616 |
| 2 | -9431.525 |
| 3 | -21428.434 |
| 4 | -9908.276 |